129
Properties=species:S:1:pos:R:3:forces:R:3 method="wB97M-V/def2-TZVPD" homo_lumo_gap_ev="9.1 / 9.5" charge=0 spin_multiplicity=2 s_squared=0.7538
Cl -0.981306 -3.625842 7.670719 0.2 0.1 -0.2
Cl 4.084704 -5.575411 1.798451 0.3 -0.6 -0.2
Cl -1.003046 -5.122520 1.462358 -1.5 0.5 0.7
Cl 1.486765 -5.557376 0.519186 1.2 -0.5 -0.1
Cl 4.375379 -5.617102 -4.103816 0.0 0.1 0.0
Cl 5.650637 7.588546 -5.997796 -0.5 0.1 -0.3
Cl 2.814840 -8.098755 1.009269 0.4 0.2 0.3
Cl -4.868838 6.977260 0.169132 0.1 0.0 -0.3
Cl -6.225787 1.522726 4.650385 -0.4 0.0 0.3
Cl 3.943124 -0.915177 7.279568 0.3 0.4 0.2
Cl 0.235824 10.058292 -1.619974 0.0 0.0 0.0
Cl 4.042314 1.136283 9.386939 -0.1 -0.1 -0.1
Cl 7.364441 4.312105 -4.457982 0.0 0.0 0.0
Cl -0.610326 -7.413803 -3.389053 -0.3 -0.1 0.7
Cl 6.013652 -0.986521 9.326879 0.0 0.0 0.0
Cl -5.005476 -8.526991 7.963651 0.0 0.0 0.0
Cl -1.228419 -3.517952 3.725150 -0.9 0.1 0.0
Cl 0.387986 3.986872 -5.387822 0.1 -0.1 -0.1
Cl -4.460070 -7.129559 4.113121 0.0 0.0 0.0
Cl -7.097221 -6.548818 3.046584 0.0 0.0 0.0
Cl -8.085882 6.108791 5.009947 0.0 0.0 0.0
Cl 3.994966 -0.298487 3.471572 0.0 -0.1 0.0
Cl -7.643333 -7.941864 6.905688 0.0 0.0 0.0
Cl -8.654537 0.829532 6.101059 0.1 0.0 0.0
Cl 1.610084 -0.570796 1.852326 0.1 -0.1 0.6
Cl -6.348985 7.423917 3.088310 -0.1 0.0 0.3
Cl 4.255303 6.934691 -8.460950 0.0 0.0 0.0
Cl 3.970011 9.577444 -7.290700 0.0 0.0 0.0
Cl -1.298409 6.321582 -5.717723 0.0 0.0 0.0
Cl -4.226649 9.741629 0.767472 0.0 0.0 0.0
Cl -5.280067 -4.378956 3.698561 -0.2 0.1 0.1
Cl -6.732708 9.087172 -0.543573 0.0 0.0 0.0
Cl 0.478776 -8.427468 -0.879931 0.0 -0.4 -0.4
Cl -3.043696 -2.977608 1.467994 -0.1 -0.2 0.2
Cl 1.280683 6.565091 -4.408189 0.2 0.0 0.0
Cl 4.394102 -4.589181 -6.826972 0.0 0.0 0.0
Cl 1.824036 -3.203554 8.364898 -0.4 -0.1 0.1
Cl -0.791856 -0.121582 4.625524 0.0 0.2 0.0
Cl -5.834164 -5.774093 7.568805 0.0 0.1 0.2
Cl 6.829087 -4.570845 -5.248592 0.0 0.0 0.0
Cl -1.244558 7.719324 -2.488210 -0.2 0.0 0.3
Cl 9.784871 5.231666 -3.146459 0.0 0.0 0.0
Cl -1.898989 -6.914337 -0.716652 -0.1 -0.7 -1.3
Cl 1.001559 -2.830186 5.649763 0.0 -0.2 0.2
Cl -1.253323 0.847301 1.920371 -0.4 0.4 0.2
Cl -3.509237 0.535427 3.792360 0.4 0.1 -0.1
Cl 3.151521 -2.915274 2.462901 0.0 0.4 0.3
Cl -2.454149 10.334445 -2.671806 0.0 0.1 -0.1
Cl -6.072955 0.150424 7.229859 0.2 0.1 0.1
Cl 7.824977 7.153534 -4.093603 0.4 -0.1 0.3
Cl -6.935209 4.596132 2.814562 0.0 0.0 0.0
S 0.078438 2.503430 -1.689301 -0.3 0.6 -1.9
F -0.300216 2.599570 -0.158959 0.1 -0.4 -0.3
O 0.701500 -3.183234 -1.534454 1.3 -1.6 -2.1
O 3.546614 -1.309672 -3.619690 0.5 -1.4 0.9
O -0.406137 -2.465327 0.116652 -0.3 1.3 5.4
O 1.273165 3.218567 -1.901984 2.0 0.0 1.0
O -0.976968 3.068702 -2.449705 -1.8 -0.3 0.1
N 2.460746 -1.019155 -2.996097 0.8 2.9 -1.1
C 3.545749 1.144905 -2.136922 -0.5 -0.1 0.2
C -0.993755 -8.065654 -1.766892 0.1 0.5 0.2
C -1.099994 0.086008 -1.629552 -0.1 1.1 0.0
C 1.367437 0.210979 -1.098387 1.1 0.6 -1.8
C -6.989897 0.355422 5.749154 -0.1 0.0 -0.2
C -6.685302 5.925168 3.950531 -0.1 0.1 -0.1
C -0.114035 5.517747 -4.682815 0.0 0.0 -0.1
C -1.928046 -0.048120 3.278428 -0.1 -0.4 -0.2
C -6.363376 -7.405229 7.995870 0.1 -0.1 -0.1
C 0.477246 -2.693229 7.329431 0.3 -0.1 0.3
C 4.979070 0.060919 8.355156 0.0 -0.2 -0.2
C -1.737689 -0.983446 -2.471278 -0.3 -1.1 0.0
C -5.031306 8.650644 -0.362400 0.0 -0.1 0.1
C -0.381026 -2.673969 -1.022777 -1.8 -0.1 -2.7
C -1.621959 -2.402574 -1.844020 0.2 0.2 -1.0
C 2.364195 0.160429 -5.198897 -1.1 0.5 0.1
C 1.549962 -0.434447 -4.024494 -0.5 -1.1 -1.4
C 2.575767 -6.453819 1.607059 0.0 0.1 -0.2
C 0.251375 0.712562 -2.065340 -0.3 -0.4 1.7
C 5.070793 -4.423318 -5.204180 0.0 0.0 0.0
C 4.190210 7.857031 -6.957352 0.1 0.0 0.0
C 0.610113 0.666322 -3.549571 0.1 0.5 0.5
C 2.713658 -0.106345 -1.834181 0.0 -1.1 1.8
C -0.941364 9.431779 -2.771973 0.0 -0.1 0.1
C -2.204950 -4.215889 2.405610 1.0 0.1 0.0
C 3.569591 -0.915061 -0.841491 -0.3 0.7 0.1
C 0.807359 -1.627489 -4.653916 0.3 0.2 0.3
C 8.582044 5.586215 -4.387357 -0.1 -0.1 0.1
C 2.629337 -1.339474 3.060199 0.0 0.1 -0.3
C -5.819395 -6.002774 4.131783 -0.1 -0.1 -0.2
H 1.569469 -2.311719 -5.009487 0.1 -0.3 0.0
H -1.558284 -8.978252 -1.899672 -0.2 0.1 0.0
H 0.265210 -1.649984 7.519719 0.0 0.0 0.1
H -6.214861 -5.968028 5.137490 0.0 0.0 -0.1
H -7.014279 -0.602865 5.245569 0.0 0.0 0.0
H -2.458137 -2.488272 -1.172430 0.0 -0.2 0.6
H 3.560344 1.725672 -1.219619 0.0 0.1 0.1
H 4.571999 0.858585 -2.322850 0.1 0.0 -0.5
H -0.578653 5.308881 -3.728026 0.0 0.0 0.0
H -2.959338 -4.883171 2.795191 0.1 -0.1 0.1
H 4.550151 -1.116897 -1.246820 0.1 -0.4 -0.3
H -5.827404 5.687575 4.563948 0.0 0.0 0.0
H 3.062588 -1.805089 -0.492930 0.0 -0.3 -0.1
H -2.803053 -0.787140 -2.495967 -0.2 0.1 -0.1
H -0.271986 0.630896 -4.175480 -0.4 0.0 0.0
H 3.725651 -0.265185 0.013050 0.1 0.0 0.3
H 1.081490 1.611522 -3.799809 0.1 0.2 0.0
H 2.119266 -6.518041 2.585161 -0.2 0.0 0.0
H -2.096392 -1.052047 2.914614 0.2 -0.1 0.1
H 2.049198 -1.504297 3.953699 0.0 0.2 0.0
H -1.811683 0.903207 -1.550119 -0.2 0.1 -0.1
H 3.128595 1.796899 -2.889243 0.1 0.1 -0.3
H 1.637862 0.734099 -5.779988 0.0 0.1 -0.1
H 4.821016 -3.436813 -4.832586 0.0 0.0 0.0
H 1.049341 -0.626769 -0.501975 -0.2 -0.3 -0.3
H -1.436857 -1.030880 -3.507941 0.3 0.3 -0.1
H 0.233669 -1.308468 -5.517776 -0.2 0.1 -0.1
H 3.116043 0.865117 -4.875698 0.4 -0.1 0.1
H 1.112281 -3.697334 -0.812567 0.4 0.6 -0.3
H 3.338320 7.511303 -6.384627 0.0 0.0 0.0
H 0.183312 -2.141444 -3.937735 -0.1 -0.2 0.1
H -4.550961 8.747335 -1.326634 0.0 0.0 0.0
H 9.084310 5.627993 -5.343664 0.0 0.0 0.0
H -6.759869 -7.379527 9.001117 0.0 0.0 0.0
H -0.986222 -0.271656 -0.612899 0.0 0.0 0.1
H 5.614231 0.677503 7.733010 0.0 0.0 0.0
H -0.536331 9.546668 -3.768608 0.0 0.0 0.0
H 2.736227 -0.600498 -5.864714 0.5 -0.2 0.1
H 1.588846 1.012356 -0.401050 0.2 0.0 0.3
H -1.791108 -3.159026 -2.603379 0.3 -0.2 -0.2

***

97
Properties=species:S:1:pos:R:3:forces:R:3 method="wB97M-V/def2-TZVPD" homo_lumo_gap_ev="6.7 / 6.5" relative_energy_kcal_mol=8.7 charge=+1
Se -3.667366 0.293025 3.881994 0.1 -0.1 -0.3
Se -2.941858 -1.720040 1.134739 -0.1 -0.1 0.2
Fe -1.878274 0.229258 2.086994 -0.1 0.9 0.9
S -0.808764 -1.321762 3.371573 -0.2 -0.3 0.2
S -0.740826 1.873184 3.232392 0.0 0.2 0.4
S -2.373868 1.944847 0.549713 -0.1 -0.1 0.1
N 1.804025 -1.107810 0.489475 0.3 -0.1 -0.2
N 0.547915 1.603288 0.985740 0.0 0.1 0.3
N 1.295919 1.947451 -0.062359 0.3 0.2 -0.4
N -0.856391 0.062768 -0.386376 0.1 -0.1 -1.2
N -0.629545 -1.023246 -1.112308 0.5 0.2 0.0
N 0.755773 -0.929733 1.301184 0.2 -0.2 0.1
C 4.303856 3.255693 -0.895895 0.0 0.0 0.0
C 2.009812 3.035541 0.001905 -0.1 -0.1 -0.1
C 5.119650 -2.020714 0.594428 0.0 0.0 0.0
C 0.428341 2.346204 2.105480 -0.2 -0.3 -0.1
C 2.486368 -2.910376 1.866691 -0.2 0.0 0.2
C -4.865722 -1.149262 3.282910 0.0 0.0 -0.1
C 3.758015 -1.249856 -1.353049 0.0 0.0 0.0
C -0.079271 -2.006034 -4.435126 0.0 0.1 0.1
C 2.534564 4.903795 -1.564237 0.0 0.0 0.0
C -1.672967 0.058607 -2.947513 0.0 0.0 0.2
C 1.437878 -2.730283 2.715236 0.3 0.0 -0.3
C 2.045662 3.818051 1.188454 -0.2 -0.1 0.2
C -4.072554 -2.277344 2.643448 0.0 0.1 -0.1
C 1.197663 4.284294 3.513960 0.0 0.1 0.1
C 3.825956 -2.248176 -0.201616 0.1 0.0 0.0
C -2.055921 1.122804 -2.148689 0.0 -0.3 -0.5
C -0.842089 -2.327621 -3.142773 0.0 -0.2 0.0
C -4.907429 1.797624 3.802518 0.0 -0.1 0.0
C 2.440719 2.566989 -2.425739 0.1 0.0 0.0
C 2.648505 -2.067246 0.737651 -0.1 0.1 -0.1
C -4.149507 2.052239 0.147731 0.1 0.0 -0.1
C 1.258901 3.497595 2.253847 0.2 0.0 -0.4
C 1.203932 -3.561588 3.928225 0.0 -0.1 0.1
C -2.810878 2.277246 -2.728716 0.0 0.2 0.0
C -1.058327 -1.049319 -2.355435 -0.3 -0.1 -0.5
C -2.215866 -2.925066 -3.486191 0.0 0.0 0.1
C -1.724867 1.021351 -0.812251 0.1 -0.1 0.6
C 0.528158 -1.677739 2.395567 -0.1 0.3 -0.2
C 3.813213 -3.676282 -0.766337 0.0 0.0 0.0
C -4.378210 -1.391441 -0.141340 0.0 0.0 0.0
C -0.043501 -3.335648 -2.316938 0.0 0.0 0.0
C 2.813907 3.434660 -1.222565 0.1 0.0 -0.1
B -0.180632 0.236962 0.929060 -0.7 -0.2 0.7
H 2.577920 1.509338 -2.211771 0.0 -0.1 0.0
H -4.459667 3.094038 0.177987 0.0 0.0 0.0
H 0.204676 4.722050 3.632539 0.0 0.0 0.0
H 0.102838 -4.244588 -2.900358 0.0 0.0 0.0
H 2.854768 5.580790 -0.770911 0.0 0.0 0.0
H 1.178690 -2.930616 4.817822 0.0 0.0 0.0
H -2.749697 -3.205997 -2.575382 0.0 0.0 0.0
H 0.234409 -4.058179 3.866099 0.0 0.0 0.0
H 1.984248 -4.311626 4.041995 0.0 0.0 0.0
H -2.092471 -3.820725 -4.095760 0.0 0.0 0.0
H -2.365770 2.551610 -3.684444 0.0 0.0 0.0
H 3.803401 -4.429472 0.021841 0.0 0.0 0.0
H 1.471037 5.066350 -1.748172 0.0 0.0 0.0
H 4.607644 3.874331 -0.050076 0.0 0.0 0.0
H -0.564311 -3.593159 -1.394127 0.0 0.0 0.0
H -5.405962 1.856118 2.839398 0.0 0.0 0.0
H -4.354198 1.638822 -0.836110 0.0 0.0 0.1
H -4.320337 2.699005 3.967800 0.0 0.0 0.0
H 0.934001 -2.931601 -2.048555 0.0 0.0 0.0
H -4.917073 -2.320421 -0.314742 0.0 0.0 0.0
H -5.593229 -0.734943 2.583902 0.0 0.1 0.0
H -5.648161 1.706009 4.592385 0.0 -0.1 0.0
H 1.941117 5.079248 3.515093 0.0 0.0 0.0
H 3.068192 2.837702 -3.276444 0.0 0.0 0.0
H 2.793482 -1.298375 -1.861095 0.0 0.0 0.0
H -3.393645 -2.735121 3.362223 0.1 0.0 -0.1
H 3.892115 -0.230698 -0.991718 0.0 0.1 0.0
H 5.981310 -2.096374 -0.070206 0.0 0.0 0.0
H 5.126790 -1.028823 1.050075 0.0 0.0 0.0
H 2.687548 4.688287 1.230419 0.0 0.0 0.0
H 1.397721 2.719145 -2.706834 0.0 0.0 0.0
H -2.774746 3.144665 -2.070987 0.0 0.0 0.0
H -0.678190 -1.414859 -5.128022 0.0 0.0 0.0
H -4.731417 -3.055652 2.258131 -0.1 0.0 0.1
H 4.526451 2.214581 -0.655056 0.0 0.0 0.0
H 3.079352 5.179158 -2.468053 0.0 0.0 0.0
H -5.063933 -0.621835 0.197846 0.0 0.0 0.0
H -4.687646 1.483600 0.898689 0.0 0.0 0.0
H -1.904526 0.059043 -4.002498 0.0 0.0 0.0
H 4.910600 3.543891 -1.755269 0.0 0.0 0.0
H -3.855006 2.030308 -2.923620 0.0 0.0 0.0
H 1.360926 3.634979 4.374867 0.0 0.0 0.0
H 3.205958 -3.695725 2.054402 0.0 0.0 0.0
H 2.940088 -3.836543 -1.401752 0.0 0.0 0.0
H -2.832289 -2.220266 -4.045803 0.0 0.0 0.0
H -5.399238 -1.517767 4.158428 0.0 0.0 0.0
H 4.548143 -1.471024 -2.072242 0.0 0.0 0.0
H 0.191480 -2.931567 -4.942539 0.0 0.0 0.0
H 4.707023 -3.841981 -1.368944 0.0 0.0 0.0
H -3.906376 -1.073866 -1.071578 0.0 0.0 0.0
H 5.243570 -2.762620 1.384508 0.0 0.0 0.0
H 0.838290 -1.455533 -4.218844 0.0 0.0 0.0

***

26
Properties=species:S:1:pos:R:3:forces:R:3 method="wB97M-V/def2-TZVPD" homo_lumo_gap_ev=8.1 relative_energy_kcal_mol=162.0 charge=0
O -0.247462 2.563715 -2.224315 0.9 -2.8 2.1
O 1.717178 1.854036 0.025617 0.8 -0.3 -3.2
O -0.139366 -4.143011 3.687777 -1.4 0.7 -1.7
C 0.490740 -0.206798 0.301903 1.5 0.3 -1.1
C 2.756693 2.266502 -1.019394 0.4 0.7 0.4
C -0.989496 -2.179231 0.887146 -3.1 0.2 0.8
C -1.309310 0.338143 -1.678878 0.7 6.8 -6.8
C -0.598736 -1.067119 0.089694 -0.4 2.7 -1.6
C -0.431908 3.762692 -1.384732 -0.8 -0.6 0.3
C 0.805966 0.933750 -0.523337 -3.6 0.8 0.6
C -0.210290 -2.608757 1.879422 0.6 -1.1 0.2
C -1.520515 -0.650929 -0.937502 -1.5 -7.1 5.4
C -0.760723 -3.727811 2.695085 2.8 -0.8 2.1
C -0.242855 1.278701 -1.475423 1.5 1.5 -0.1
H -2.272176 -2.431276 0.768813 4.3 0.2 0.5
H 0.911741 -2.239441 2.013336 -2.8 -1.0 -0.1
H -2.491615 -1.245096 -0.971524 1.5 0.7 -0.4
H -1.956373 0.418682 -2.643072 1.0 0.6 2.0
H -1.644327 3.786115 -1.469238 2.9 1.1 0.7
H 3.389634 3.132063 -0.508507 -1.2 -2.2 -1.0
H -0.098637 3.555816 -0.089779 -0.7 0.9 -4.4
H -1.653046 -4.306396 2.371416 0.0 0.7 -0.2
H 2.370443 2.700268 -2.020010 -0.1 -0.8 1.9
H 3.340157 1.321812 -1.294609 -0.5 1.5 0.6
H 1.322668 -0.330006 1.008306 -0.8 -0.4 0.2
H 0.201343 4.604698 -2.081673 -2.1 -2.0 2.7